(1)
{"formula": "C26H40N3NaO7P2S7", "method": "the ωB97M-V functional and the def2-TZVPD basis", "lumo_ev": 3.361, "charge": -2, "e_tot_ha": -5338.37055, "orbital_gap_ev": 4.116, "elements": ["Na", "S", "C", "N", "C", "C", "N", "C", "C", "C", "C", "C", "C", "C", "C", "S", "C", "C", "C", "C", "C", "C", "C", "H", "H", "H", "H", "H", "H", "H", "H", "H", "H", "H", "H", "H", "H", "H", "H", "H", "H", "S", "S", "S", "S", "N", "C", "C", "P", "O", "O", "O", "P", "O", "O", "O", "H", "H", "H", "H", "H", "H", "H", "H", "C", "C", "C", "S", "O", "C", "C", "C", "H", "H", "H", "H", "H", "H", "H", "H", "H", "H", "H", "H", "H", "H"], "xyz": [[1.207, -0.506, -1.709], [-1.176, 1.636, -0.117], [-1.433, 0.967, 1.484], [-2.039, 1.860, 2.455], [-1.776, 1.494, 3.824], [-1.986, -0.006, 4.013], [-1.044, -0.710, 3.177], [-0.050, -1.503, 3.885], [-0.548, -2.892, 4.236], [-1.006, -3.742, 3.227], [-1.471, -5.012, 3.538], [-1.486, -5.456, 4.859], [-1.022, -4.622, 5.865], [-0.556, -3.346, 5.550], [-0.817, -0.205, 1.876], [0.283, -1.145, 0.878], [-3.354, 2.442, 2.209], [-4.546, 1.636, 2.689], [-4.878, 0.425, 2.076], [-5.985, -0.298, 2.497], [-6.784, 0.175, 3.534], [-6.454, 1.368, 4.162], [-5.335, 2.084, 3.744], [-2.426, 2.070, 4.487], [-0.730, 1.723, 4.062], [-3.010, -0.252, 3.732], [-1.838, -0.304, 5.052], [0.246, -0.985, 4.805], [0.817, -1.589, 3.236], [-0.977, -3.393, 2.199], [-1.823, -5.663, 2.743], [-1.859, -6.446, 5.100], [-1.024, -4.961, 6.896], [-0.191, -2.696, 6.341], [-3.450, 2.597, 1.144], [-3.377, 3.429, 2.683], [-4.267, 0.060, 1.256], [-6.232, -1.233, 2.008], [-7.663, -0.379, 3.844], [-7.069, 1.745, 4.972], [-5.075, 3.017, 4.238], [-1.518, -2.720, -3.279], [-3.223, -1.746, -2.846], [-3.001, 0.310, -2.917], [-3.039, 1.267, -1.083], [5.002, 0.494, -1.736], [4.461, -0.028, -0.386], [5.552, -0.079, 0.670], [3.198, 1.343, -0.102], [2.469, 1.051, 1.243], [4.050, 2.570, -0.001], [2.356, 1.185, -1.353], [3.811, -1.704, -0.851], [5.299, -2.206, -1.472], [3.487, -2.567, 0.302], [2.909, -1.533, -2.034], [5.421, 1.413, -1.579], [4.135, 0.648, -2.286], [5.608, -0.191, -2.189], [5.807, 0.930, 1.003], [6.443, -0.591, 0.299], [5.169, -0.644, 1.519], [1.771, 0.299, 1.172], [5.305, -3.171, -1.337], [-1.076, 2.265, -7.098], [-0.117, 1.703, -6.050], [-0.085, 2.567, -4.801], [0.911, 1.901, -3.428], [0.493, 0.469, -3.333], [2.531, 1.928, -4.317], [2.967, 0.537, -4.752], [4.371, 0.546, -5.355], [-1.067, 1.647, -8.001], [-0.794, 3.284, -7.381], [-2.100, 2.287, -6.717], [0.881, 1.627, -6.488], [-0.434, 0.698, -5.755], [-1.090, 2.635, -4.375], [0.289, 3.582, -4.984], [3.229, 2.365, -3.596], [2.443, 2.614, -5.164], [2.256, 0.145, -5.483], [2.925, -0.150, -3.905], [4.410, 1.140, -6.273], [4.686, -0.474, -5.592], [5.106, 0.969, -4.658]], "mulliken_charge": [1.069, 0.045, -0.457, 0.272, -0.905, -0.702, 0.445, -1.639, 0.838, -0.227, -0.696, -0.324, -0.566, -0.402, -0.070, -0.379, -1.558, 0.920, 0.020, -0.765, -0.354, -0.617, -0.362, 0.463, 0.388, 0.124, 0.495, 0.425, 0.501, 0.436, 0.390, 0.346, 0.346, 0.301, 0.338, 0.465, 0.304, 0.409, 0.361, 0.353, 0.349, -0.578, -0.184, -0.160, -0.229, -0.230, 1.135, -1.781, 0.485, -0.455, -0.891, -0.011, 0.551, -0.654, -0.788, -0.770, 0.362, -0.166, 0.458, 0.437, 0.390, 0.371, 0.106, 0.332, -1.463, 0.232, -0.875, 0.554, -0.944, -1.339, 0.203, -1.699, 0.400, 0.327, 0.322, 0.058, 0.216, 0.468, 0.443, 0.567, 0.682, 0.608, 0.040, 0.447, 0.384, 0.257]}

(2)
{"formula": "C26H40N4OPPdS2", "method": "the ωB97M-V functional and the def2-TZVPD basis", "lumo_ev": 2.750, "charge": -1, "e_tot_ha": -2574.63793, "orbital_gap_ev": 5.830, "elements": ["Pd", "C", "C", "C", "P", "C", "C", "C", "C", "C", "C", "C", "C", "C", "C", "N", "C", "C", "C", "C", "C", "C", "C", "C", "C", "H", "H", "H", "H", "H", "H", "H", "H", "H", "H", "H", "H", "H", "H", "H", "H", "H", "H", "H", "H", "H", "H", "H", "H", "H", "H", "H", "H", "H", "H", "H", "N", "C", "N", "O", "H", "H", "H", "H", "S", "C", "N", "C", "C", "S", "H", "H", "H", "H", "H"], "xyz": [[0.317, -1.364, -0.106], [2.756, 0.376, 2.131], [3.375, 0.033, 0.780], [4.676, 0.806, 0.566], [2.024, -0.061, -0.532], [3.043, -0.112, -2.079], [2.164, 0.045, -3.315], [3.818, -1.428, -2.144], [1.259, 1.613, -0.620], [1.958, 2.746, -0.460], [1.369, 4.079, -0.369], [2.306, 5.246, -0.250], [0.037, 4.217, -0.425], [-0.861, 3.062, -0.515], [-0.238, 1.651, -0.695], [-1.487, -0.844, -1.386], [-2.799, -1.146, -1.106], [-3.960, -0.689, -1.775], [-3.913, 0.228, -2.972], [-5.215, -1.145, -1.375], [-5.413, -2.045, -0.343], [-6.785, -2.532, 0.038], [-4.269, -2.504, 0.306], [-3.000, -2.085, -0.045], [-1.830, -2.583, 0.761], [3.476, 0.206, 2.937], [1.881, -0.257, 2.311], [2.441, 1.423, 2.168], [3.642, -1.030, 0.825], [4.530, 1.885, 0.520], [5.202, 0.499, -0.338], [5.346, 0.617, 1.412], [3.745, 0.727, -2.034], [1.396, -0.732, -3.342], [2.774, -0.031, -4.220], [1.643, 1.002, -3.319], [3.116, -2.266, -2.151], [4.495, -1.564, -1.299], [4.413, -1.475, -3.061], [3.040, 2.701, -0.423], [3.052, 5.237, -1.048], [2.850, 5.213, 0.698], [1.765, 6.192, -0.296], [-0.406, 5.208, -0.450], [-1.789, 3.210, -1.056], [-3.151, -0.090, -3.689], [-3.672, 1.258, -2.709], [-4.882, 0.218, -3.476], [-6.083, -0.774, -1.917], [-7.559, -1.894, -0.395], [-6.925, -2.531, 1.123], [-6.971, -3.553, -0.309], [-4.370, -3.209, 1.129], [-2.146, -3.334, 1.485], [-1.375, -1.775, 1.370], [-1.055, -3.042, 0.122], [2.696, -4.932, 2.628], [1.852, -4.041, 1.951], [2.154, -3.888, 0.631], [0.943, -3.481, 2.530], [3.058, -5.701, 2.086], [2.298, -5.214, 3.510], [3.073, -4.162, 0.327], [1.715, -3.104, 0.112], [-1.046, 0.657, -2.003], [-0.950, 2.016, 0.563], [-0.193, 2.186, 1.759], [-1.129, 2.597, 2.791], [-2.364, 1.692, 2.733], [-2.590, 1.311, 0.971], [0.247, 1.309, 2.009], [-1.428, 3.629, 2.583], [-0.641, 2.571, 3.767], [-3.251, 2.187, 3.127], [-2.201, 0.765, 3.286]], "mulliken_charge": [-1.112, -1.597, 0.914, -1.633, 1.806, 0.484, -1.682, -1.453, -0.861, -0.028, 0.897, -1.671, -1.621, -0.867, 0.005, -0.081, -0.212, 1.909, -1.720, -1.093, 0.514, -1.515, -1.117, 1.349, -1.538, 0.562, 0.165, 0.259, 0.477, 0.223, 0.304, 0.482, 0.476, 0.262, 0.519, 0.267, 0.232, 0.328, 0.457, 0.305, 0.354, 0.315, 0.369, 0.306, 0.551, 0.317, 0.262, 0.429, 0.229, 0.363, 0.341, 0.281, 0.262, 0.402, 0.134, 0.188, -0.577, 0.555, -0.196, -0.528, 0.209, 0.272, 0.296, -0.103, -0.240, 0.972, -0.084, -0.867, -0.559, -0.106, 0.019, 0.336, 0.426, 0.429, 0.248]}

(3)
{"formula": "C26H40N4OPTcTe", "method": "the ωB97M-V functional and the def2-TZVPD basis", "multiplicity": 2, "lumo_ev": [-12.723, -12.513], "s_squared": 0.7819, "charge": 3, "e_tot_ha": -1998.02994, "orbital_gap_ev": [4.840, 5.072], "elements": ["Tc", "C", "Te", "C", "H", "H", "H", "H", "H", "H", "C", "C", "C", "C", "P", "C", "C", "C", "C", "C", "C", "C", "C", "C", "C", "H", "H", "H", "H", "H", "H", "H", "H", "H", "H", "H", "H", "H", "H", "H", "H", "H", "H", "H", "H", "H", "H", "H", "O", "C", "C", "C", "C", "C", "C", "N", "H", "H", "H", "H", "H", "H", "H", "H", "H", "H", "H", "N", "C", "C", "C", "N", "C", "N"], "xyz": [[-0.308, 0.086, 1.432], [-3.673, 1.234, 2.213], [-2.442, 1.451, 0.512], [-3.387, -0.033, -0.660], [-4.676, 1.514, 1.897], [-3.325, 1.917, 2.983], [-3.642, 0.200, 2.544], [-3.208, -1.009, -0.221], [-3.000, 0.032, -1.674], [-4.446, 0.214, -0.657], [1.973, 1.164, 4.938], [1.196, 0.744, 3.692], [-0.317, 0.652, 4.029], [1.695, -0.661, 3.255], [1.241, 1.801, 2.170], [0.466, 3.397, 2.430], [-0.221, 4.001, 1.370], [-0.788, 5.255, 1.523], [-0.675, 5.920, 2.738], [0.014, 5.336, 3.792], [0.583, 4.080, 3.644], [2.878, 2.056, 1.333], [2.594, 2.817, 0.028], [3.756, 2.912, 2.256], [3.562, 0.717, 1.007], [1.992, 0.316, 5.630], [1.506, 1.993, 5.465], [3.005, 1.427, 4.716], [-0.470, -0.027, 4.872], [-1.007, 0.197, 3.258], [-0.755, 1.619, 4.263], [1.406, -1.404, 4.002], [2.775, -0.694, 3.131], [1.302, -1.072, 2.281], [-0.274, 3.516, 0.403], [-1.306, 5.721, 0.694], [-1.113, 6.903, 2.858], [0.120, 5.863, 4.731], [1.139, 3.661, 4.471], [2.218, 3.823, 0.203], [1.896, 2.289, -0.631], [3.541, 2.911, -0.508], [3.252, 3.823, 2.585], [4.637, 3.220, 1.688], [4.109, 2.359, 3.125], [2.880, -0.032, 0.597], [4.063, 0.290, 1.876], [4.333, 0.895, 0.255], [-1.563, -1.515, 1.738], [-1.558, -2.667, 2.298], [-2.812, -3.419, 2.485], [-2.905, -4.294, 1.188], [-1.651, -5.092, 0.777], [-0.474, -4.268, 0.205], [0.412, -3.590, 1.267], [-0.413, -3.321, 2.490], [-3.681, -2.774, 2.573], [-2.741, -4.055, 3.370], [-3.188, -3.642, 0.358], [-3.738, -4.978, 1.342], [-1.973, -5.781, -0.003], [-1.316, -5.736, 1.597], [-0.888, -3.505, -0.467], [0.155, -4.910, -0.412], [0.840, -2.660, 0.900], [1.238, -4.221, 1.587], [-0.561, -4.175, 3.015], [0.338, -0.299, -0.349], [0.733, -0.580, -1.396], [1.239, -0.956, -2.660], [1.849, -2.224, -2.767], [2.364, -3.260, -2.808], [1.120, -0.064, -3.738], [1.047, 0.689, -4.616]], "lowdin_spin": [0.888, 0.001, -0.017, 0.008, -0.001, 0.000, 0.000, 0.000, 0.000, -0.001, 0.000, 0.001, -0.001, 0.001, 0.003, 0.015, 0.004, 0.000, 0.004, 0.001, 0.004, -0.008, 0.001, -0.003, 0.000, 0.000, 0.000, 0.000, 0.000, 0.000, 0.000, 0.000, 0.000, 0.001, 0.001, 0.000, 0.000, 0.000, 0.000, 0.000, 0.000, 0.000, 0.000, -0.001, 0.000, 0.000, 0.000, 0.000, 0.051, 0.003, 0.000, 0.000, 0.000, 0.000, 0.000, -0.001, 0.000, 0.000, 0.000, 0.000, 0.000, 0.000, 0.000, 0.000, 0.000, 0.000, 0.000, -0.001, -0.017, 0.025, 0.001, 0.018, 0.001, 0.019]}